Run P
{"formula": "C2H6NOS", "method": "ωB97M-V/def2-TZVPD", "elements": ["C", "S", "H", "H", "H", "C", "N", "O", "H", "H", "H"], "coordinates": [[1.00346, -1.16121, -2.12256], [1.21172, -1.08156, -0.16103], [1.20963, -2.09502, -2.62057], [1.40756, -0.25338, -2.53087], [-0.08024, -1.07043, -2.39106], [-0.66230, 1.56887, 1.82735], [-0.94013, 0.28555, 1.34883], [-1.36039, 1.87214, 2.84389], [0.06048, 2.24959, 1.35859], [-1.62144, -0.27027, 1.98934], [-0.22836, -0.04429, 0.45809]], "mulliken_charge": [-0.8255, -0.6273, 0.2808, 0.2186, 0.2181, 0.1583, -0.3557, -0.7001, 0.3265, 0.2011, 0.1051], "molar_mass_g_mol": 92.14, "charge": -1, "e_homo_ev": -3.21}



Run Q
{"formula": "C2H6NOS", "method": "ωB97M-V/def2-TZVPD", "elements": ["C", "S", "H", "H", "H", "C", "N", "O", "H", "H", "H"], "coordinates": [[-2.47137, 1.06384, -1.10508], [-0.65946, 1.21799, -0.74610], [-2.81668, 2.07034, -1.33504], [-2.90631, 0.62963, -0.21088], [-2.67426, 0.45808, -1.99000], [2.31594, -0.81378, 1.37774], [1.59857, -1.03499, 0.26181], [2.76493, -1.65710, 2.13864], [2.51908, 0.25644, 1.55188], [1.19896, -1.95258, 0.16473], [1.13060, -0.23788, -0.10770]], "mulliken_charge": [-0.7255, -0.6836, 0.1865, 0.1676, 0.1970, 0.1226, -0.2658, -0.6120, 0.2938, 0.2230, 0.0964], "molar_mass_g_mol": 92.14, "charge": -1, "e_homo_ev": -2.65}



Run R
{"formula": "C2H6NOS", "method": "ωB97M-V/def2-TZVPD", "elements": ["C", "S", "H", "H", "H", "C", "N", "O", "H", "H", "H"], "coordinates": [[-1.03517, -1.90748, -0.42848], [-1.58365, -0.41798, -1.32527], [-0.74174, -1.61169, 0.57851], [-1.73508, -2.74397, -0.39296], [-0.15372, -2.35251, -0.90829], [0.95553, 1.88780, 0.93057], [0.77185, 1.10943, -0.13242], [2.05407, 2.20064, 1.39929], [0.03538, 2.24546, 1.41498], [-0.17728, 0.77162, -0.53397], [1.60982, 0.81869, -0.60197]], "mulliken_charge": [-0.7719, -0.7137, 0.2150, 0.2598, 0.1968, 0.0777, -0.1411, -0.6696, 0.3186, 0.0534, 0.1751], "molar_mass_g_mol": 92.14, "charge": -1, "e_homo_ev": -2.97}



Run S
{"formula": "C2H6NOS", "method": "ωB97M-V/def2-TZVPD", "elements": ["C", "S", "H", "H", "H", "C", "N", "O", "H", "H", "H"], "coordinates": [[0.87042, -2.06319, 0.92548], [0.77577, -0.35461, 1.58068], [0.16783, -2.30625, 0.08232], [0.75176, -2.71469, 1.81615], [1.87986, -2.36657, 0.34999], [-0.96948, 2.24393, -0.61576], [-0.16820, 1.08476, -0.99359], [-2.16170, 2.27595, -0.57650], [-0.38181, 3.27898, -0.44218], [0.00118, 0.25411, -0.40718], [-0.76564, 0.66758, -1.71942]], "mulliken_charge": [-0.7461, -0.6791, 0.2032, 0.1945, 0.1647, 0.2011, -0.4301, -0.4748, 0.2233, 0.1092, 0.2340], "molar_mass_g_mol": 92.14, "charge": -1, "e_homo_ev": -2.52}



Energy ordering: run R at the bottom, the next structure 4.0 kcal/mol above.



Run P
{"formula": "C5H12NO", "method": "ωB97M-V/def2-TZVPD", "elements": ["C", "O", "C", "C", "C", "C", "N", "H", "H", "H", "H", "H", "H", "H", "H", "H", "H", "H", "H"], "coordinates": [[-1.74458, 0.42631, -0.44715], [-2.23058, 1.14855, -1.51312], [-0.45456, 1.36094, -0.01480], [0.43248, 0.65634, 1.04491], [1.73246, 0.04950, 0.52613], [1.32855, -1.19090, -0.32610], [1.02506, -2.37990, 0.44273], [-2.30049, 0.46558, 0.56999], [-1.52443, -0.62597, -0.63459], [0.07603, 1.43196, -0.98833], [-0.84015, 2.33210, 0.23819], [0.63636, 1.34406, 1.85926], [-0.17020, -0.38735, 1.24476], [2.34147, -0.30342, 1.37097], [2.35466, 0.72973, -0.09620], [0.54941, -0.87057, -1.02606], [2.25262, -1.34644, -0.93268], [-0.74390, -1.01093, 1.69429], [0.27177, -2.10103, 1.00835]], "mulliken_charge": [-0.3275, -0.8074, -0.7853, 0.4044, -0.7950, -0.4282, -0.7571, 0.1646, 0.2727, 0.2812, 0.3740, 0.4068, -0.8456, 0.3552, 0.3207, 0.2465, 0.3139, 0.4212, 0.1850], "molar_mass_g_mol": 102.16, "charge": -1, "e_homo_ev": -2.92}



Run Q
{"formula": "C5H12NO", "method": "ωB97M-V/def2-TZVPD", "elements": ["N", "C", "O", "H", "H", "H", "H", "C", "C", "C", "C", "H", "H", "H", "H", "H", "H", "H", "H"], "coordinates": [[1.60217, -1.80362, 0.71484], [0.94843, -0.79488, 1.64985], [-0.37313, -0.91321, 1.64188], [0.82361, -2.44176, 0.56115], [2.31281, -2.32555, 1.22093], [1.42425, -0.94125, 2.66161], [1.31706, 0.21504, 1.34427], [-0.88808, 0.11606, -0.74470], [-0.41248, 1.35831, -0.80570], [0.98213, 1.69747, -1.24064], [-2.33322, -0.15293, -0.45507], [-0.23480, -0.74504, -0.73888], [-1.19467, 2.11788, -0.79015], [1.09128, 2.39573, -2.07190], [1.51962, 2.15189, -0.39930], [1.51245, 0.76830, -1.45494], [-2.85263, 0.76686, -0.17883], [-2.40756, -0.83905, 0.38970], [-2.83722, -0.63026, -1.30411]], "mulliken_charge": [-0.6899, -0.2924, -0.7997, 0.2053, 0.2931, 0.3025, -0.0258, 0.2699, -0.1648, -1.1783, -1.2021, 0.2169, 0.2407, 0.3765, 0.2527, 0.3193, 0.2881, 0.2903, 0.2979], "molar_mass_g_mol": 102.16, "charge": -1, "e_homo_ev": -2.45}



Energy ordering: run Q at the bottom, the next structure 146.7 kcal/mol above.



Run P
{"formula": "C5H12NO", "method": "ωB97M-V/def2-TZVPD", "elements": ["C", "C", "N", "C", "H", "H", "H", "H", "H", "H", "H", "C", "O", "C", "H", "H", "H", "H", "H"], "coordinates": [[1.25017, 1.93158, -0.93066], [1.05740, 1.81293, 0.42110], [0.85179, 0.67436, 1.15216], [0.25830, 0.79469, 2.46854], [1.21636, 1.06476, -1.60851], [1.42333, 2.91993, -1.38124], [1.10569, 2.71351, 1.04529], [0.38460, -0.25404, 0.63906], [0.04963, -0.21367, 2.83277], [0.96172, 1.28245, 3.14334], [-0.70009, 1.36114, 2.46476], [-0.25628, -1.70441, -1.02239], [-0.28947, -1.37228, 0.32662], [-1.69346, -1.83613, -1.58428], [0.27731, -2.62445, -1.20688], [0.24052, -0.93597, -1.64669], [-1.67647, -2.13189, -2.65884], [-2.23889, -0.89091, -1.43732], [-2.22215, -2.59159, -1.01684]], "mulliken_charge": [-0.8879, 0.0265, -0.3484, -0.9921, 0.2027, 0.2245, 0.2699, 0.4487, 0.2851, 0.3454, 0.2765, 0.0304, -0.8158, -1.0905, 0.2361, -0.0594, 0.3225, 0.2689, 0.2567], "molar_mass_g_mol": 102.16, "charge": -1, "e_homo_ev": -2.96}



Run Q
{"formula": "C5H12NO", "method": "ωB97M-V/def2-TZVPD", "elements": ["C", "O", "C", "C", "C", "C", "N", "H", "H", "H", "H", "H", "H", "H", "H", "H", "H", "H", "H"], "coordinates": [[-0.88892, -1.09825, -2.14630], [-0.74920, -1.05834, -3.42060], [0.35138, -0.45138, -1.40896], [0.31083, -0.69240, 0.08501], [-0.73099, 0.19856, 0.85606], [0.13798, 1.46888, 1.25645], [1.03734, 1.20042, 2.29246], [-1.81759, -0.45518, -1.83962], [-1.03582, -2.18735, -1.63343], [1.16279, -1.16308, -1.79714], [0.44203, 0.53929, -1.79586], [0.06574, -1.72467, 0.42012], [1.32413, -0.57538, 0.48355], [-1.25062, -0.22446, 1.71019], [-1.55358, 0.50025, 0.19281], [0.61124, 1.86757, 0.39664], [-0.49998, 2.23856, 1.58601], [2.03251, 1.35197, 2.13274], [1.05073, 0.26499, 2.62988]], "mulliken_charge": [-0.3219, -0.8247, -0.5085, -0.4759, -0.7099, -0.6164, -0.6296, 0.0913, 0.0644, 0.1791, 0.2422, 0.3143, 0.3504, 0.3765, 0.3141, 0.2771, 0.3623, 0.2439, 0.2713], "molar_mass_g_mol": 102.16, "charge": -1, "e_homo_ev": -2.12}



Run R
{"formula": "C5H12NO", "method": "ωB97M-V/def2-TZVPD", "elements": ["C", "O", "C", "C", "C", "C", "N", "H", "H", "H", "H", "H", "H", "H", "H", "H", "H", "H", "H"], "coordinates": [[1.37856, -1.35384, -0.50047], [2.33149, -0.40136, -0.66796], [-0.21161, -0.92567, -0.39130], [-0.41782, -0.52595, 1.11309], [-1.54025, 0.65699, 1.12786], [-1.10018, 2.14295, 0.73636], [-0.35371, 0.23288, -1.31836], [1.65110, -1.96390, 0.40569], [1.36023, -2.17131, -1.29980], [-0.86850, -1.79590, -0.75634], [0.55733, -0.06305, 1.29537], [-0.49886, -1.41619, 1.75536], [-1.90133, 0.73959, 2.19677], [-2.33269, 0.42458, 0.34648], [-0.10690, 2.38301, 1.27322], [-1.99296, 2.73420, 0.90469], [-0.94444, 2.31106, -0.44019], [0.63372, 0.58889, -1.34550], [-0.38484, -0.15717, -2.27691]], "mulliken_charge": [-0.6313, -0.8699, 0.0405, -0.8753, -0.4617, -1.0063, -0.6577, 0.2284, 0.2758, 0.2837, 0.2951, 0.3572, 0.3573, 0.2613, 0.2670, 0.3897, 0.1947, 0.2936, 0.2578], "molar_mass_g_mol": 102.16, "charge": -1, "e_homo_ev": -2.55}



Energy ordering: run P at the bottom, the next structure 17.7 kcal/mol above.



Run P
{"formula": "CH4O2", "method": "ωB97M-V/def2-TZVPD", "elements": ["O", "C", "H", "H", "O", "H", "H"], "coordinates": [[-0.89559, -1.05423, 0.24452], [0.27929, -1.22093, 0.55253], [0.69152, -0.72178, 1.46158], [0.97726, -1.87462, -0.02278], [-0.34770, 1.93937, -0.49756], [0.41317, 1.54886, -0.98421], [-1.11793, 1.38332, -0.75408]], "mulliken_charge": [-0.3961, -0.0697, 0.2303, 0.2441, -0.6466, 0.3104, 0.3277], "molar_mass_g_mol": 48.04, "e_homo_ev": -10.48}



Run Q
{"formula": "CH4O2", "method": "ωB97M-V/def2-TZVPD", "elements": ["O", "C", "H", "H", "O", "H", "H"], "coordinates": [[0.24705, -1.57329, 0.15929], [0.67047, -2.74032, 0.03869], [0.10121, -3.61766, 0.42814], [1.51166, -2.95707, -0.66194], [-1.02249, 3.81037, 0.32201], [-0.77481, 4.20590, -0.54429], [-0.73307, 2.87207, 0.25808]], "mulliken_charge": [-0.4019, -0.0267, 0.2168, 0.2118, -0.6526, 0.3237, 0.3289], "molar_mass_g_mol": 48.04, "e_homo_ev": -10.49}



Energy ordering: run P at the bottom, the next structure 3.1 kcal/mol above.



Run P
{"formula": "C5H7ClN2", "method": "ωB97M-V/def2-TZVPD", "elements": ["C", "C", "C", "C", "C", "H", "H", "H", "H", "H", "H", "H", "N", "N", "Cl"], "coordinates": [[-0.59631, 1.22293, -2.64151], [-0.17407, 0.58929, -1.53741], [-0.49436, 1.18648, -0.24513], [1.14437, -0.97160, 2.01601], [-0.00207, -1.66165, 1.46194], [-0.54662, 0.87823, -3.65280], [0.32403, -0.35579, -1.71657], [-1.06288, 2.10721, -0.16444], [2.15392, -1.39548, 1.82996], [1.08354, -0.26751, 2.82376], [0.14746, -2.53278, 0.94380], [-0.97554, -1.69813, 2.01513], [-0.25733, 0.62413, 0.86806], [0.55360, -0.55142, 0.70839], [-1.29775, 2.82608, -2.70918]], "mulliken_charge": [-0.3545, 0.0600, -0.2211, -0.2344, -0.5058, 0.3636, 0.3714, 0.4011, 0.1998, 0.2929, 0.2171, 0.2588, -0.6172, -0.0423, -0.1894], "molar_mass_g_mol": 130.58, "e_homo_ev": -9.09}



Run Q
{"formula": "C5H7ClN2", "method": "ωB97M-V/def2-TZVPD", "elements": ["C", "C", "C", "C", "C", "H", "H", "H", "H", "H", "H", "H", "N", "N", "Cl"], "coordinates": [[1.84357, 0.11044, 1.18391], [0.96351, 0.02515, 0.19774], [-0.49468, 0.02288, 0.37120], [-1.70851, -1.24191, -2.60309], [-1.69106, 0.19608, -2.80508], [2.90872, -0.00913, 1.02968], [1.41286, -0.10483, -0.78101], [-0.86702, 0.30667, 1.37172], [-1.27519, -1.91596, -3.32764], [-2.49832, -1.64250, -1.95609], [-1.23705, 0.59504, -3.71049], [-2.53828, 0.76545, -2.37113], [-1.32722, -0.02778, -0.61671], [-0.71798, -0.34814, -1.84360], [1.46669, 0.58593, 2.87641]], "mulliken_charge": [-0.3225, 0.0325, -0.2100, -0.3519, -0.4259, 0.3605, 0.3531, 0.3358, 0.2490, 0.2788, 0.2513, 0.2885, -0.5073, -0.1289, -0.2031], "molar_mass_g_mol": 130.58, "e_homo_ev": -9.04}



Energy ordering: run Q at the bottom, the next structure 2.3 kcal/mol above.



Run P
{"formula": "C5H7ClN2", "method": "ωB97M-V/def2-TZVPD", "elements": ["C", "C", "C", "C", "C", "N", "N", "Cl", "H", "H", "H", "H", "H", "H", "H"], "coordinates": [[-0.93789, -1.59097, -0.74651], [0.31047, -1.25671, -0.44782], [-2.07969, -0.62562, -0.43769], [-0.68082, 1.23203, 0.35719], [0.67682, 0.68012, -0.30164], [-1.96846, 0.54599, -0.06112], [1.91391, 0.94162, 0.28309], [0.80923, 1.03700, -2.03151], [-1.04933, -2.58431, -1.18337], [1.19945, -1.83297, -0.49335], [-3.11338, -1.05434, -0.56202], [-0.79258, 1.06392, 1.34945], [-0.67860, 2.33307, 0.23308], [2.06898, 1.01414, 1.29008], [2.68126, 0.48236, -0.20944]], "mulliken_charge": [-0.1541, -0.4471, 0.0480, -0.6712, 0.4274, -0.5428, -0.5324, -0.1840, 0.3078, 0.3205, 0.3067, 0.3630, 0.3407, 0.2026, 0.2150], "molar_mass_g_mol": 130.58, "e_homo_ev": -8.61}



Run Q
{"formula": "C5H7ClN2", "method": "ωB97M-V/def2-TZVPD", "elements": ["C", "C", "C", "C", "C", "H", "H", "H", "H", "H", "H", "H", "N", "N", "Cl"], "coordinates": [[0.90501, 0.48519, -0.08560], [0.97852, 1.70776, -0.62934], [-0.28140, -0.12740, 0.66960], [-0.90329, -1.27122, -0.22322], [-2.39206, 0.27968, -0.07868], [1.84050, 2.00954, -1.18525], [0.11953, 2.40701, -0.52717], [0.13121, -0.46701, 1.61286], [-1.09648, -2.18634, 0.33196], [-0.14465, -1.48855, -1.04243], [-3.31690, 0.91475, -0.30705], [-1.35186, 1.75460, 0.84305], [-2.15470, -0.77496, -0.76276], [-1.47986, 0.72889, 0.90384], [2.31882, -0.53327, 0.08059]], "mulliken_charge": [0.2830, -0.8350, 0.0953, -0.4547, -0.0255, 0.3021, 0.1466, 0.3610, 0.3146, 0.2863, 0.3232, 0.3190, -0.4921, -0.4484, -0.1753], "molar_mass_g_mol": 130.58, "e_homo_ev": -9.34}



Energy ordering: run Q at the bottom, the next structure 47.2 kcal/mol above.